# 1
{"formula": "C42H52BClMnN9O2", "method": "ωB97M-V/def2-TZVPD", "symbols": ["Mn", "C", "C", "C", "C", "N", "N", "B", "N", "N", "C", "C", "C", "C", "C", "C", "C", "C", "N", "N", "C", "C", "C", "C", "C", "C", "C", "C", "C", "C", "C", "C", "H", "H", "H", "H", "H", "H", "H", "H", "H", "H", "H", "H", "H", "H", "H", "H", "H", "H", "H", "H", "H", "H", "H", "H", "H", "H", "H", "H", "H", "H", "H", "H", "H", "H", "H", "H", "H", "H", "H", "H", "N", "C", "C", "C", "C", "C", "C", "C", "C", "C", "C", "C", "C", "N", "C", "C", "C", "C", "N", "H", "H", "H", "H", "H", "H", "H", "H", "H", "H", "Cl", "C", "C", "O", "O", "H", "H"], "coordinates": [[3.0227, -12.8680, 17.6824], [8.2548, -9.9307, 20.1226], [7.8395, -11.0405, 19.1690], [8.7349, -11.8870, 18.4649], [7.9077, -12.8553, 17.8382], [6.6011, -12.6395, 18.1401], [6.5509, -11.4626, 18.8842], [5.1458, -10.7618, 19.2238], [4.4307, -10.3341, 17.8737], [3.9639, -11.2276, 16.8741], [3.7632, -10.4883, 15.7457], [4.0625, -9.1695, 15.9660], [4.4658, -9.1240, 17.3548], [4.9804, -7.9327, 18.0906], [3.4302, -10.9792, 14.3490], [4.1102, -9.9610, 13.3439], [1.9422, -10.9240, 14.1093], [3.9631, -12.4093, 14.0381], [4.0895, -11.5507, 20.0859], [3.6674, -12.8257, 19.6317], [2.8124, -13.3028, 20.6486], [2.7721, -12.3839, 21.6946], [3.6400, -11.3316, 21.3549], [3.9746, -10.1014, 22.2043], [2.4233, -14.8018, 20.6829], [3.6646, -15.6333, 20.3593], [1.1868, -15.2510, 19.7413], [2.0030, -15.1075, 22.1201], [8.3124, -13.9497, 16.9219], [9.4392, -13.4640, 16.0328], [8.6932, -15.2572, 17.6931], [7.1526, -14.2899, 15.9383], [9.0180, -9.2828, 19.6985], [7.3812, -9.3809, 20.3790], [8.6776, -10.3507, 21.0930], [9.8029, -11.8096, 18.3387], [5.5570, -9.8593, 19.8582], [4.1971, -8.4238, 15.1645], [4.8309, -8.0355, 19.1872], [6.0935, -7.7039, 17.9239], [4.3843, -7.1198, 17.7547], [3.4255, -9.0775, 13.2445], [5.1082, -9.6121, 13.7079], [4.1557, -10.4498, 12.4037], [1.5963, -9.8755, 14.1778], [1.6549, -11.3242, 13.0846], [1.3055, -11.4930, 14.8609], [5.0162, -12.5110, 14.4806], [3.3991, -13.1990, 14.4428], [4.0346, -12.5479, 12.9252], [2.2646, -12.4938, 22.6009], [3.3577, -10.0124, 23.0886], [5.0252, -10.0858, 22.4951], [3.8065, -9.1788, 21.5751], [4.0266, -15.5626, 19.3554], [4.6245, -15.3283, 20.8399], [3.4950, -16.6986, 20.6723], [1.4157, -15.2563, 18.6768], [0.9730, -16.2698, 20.1168], [0.3267, -14.6195, 19.9484], [2.8412, -15.0049, 22.8160], [1.1442, -14.5291, 22.4168], [1.7824, -16.1895, 22.1447], [10.3805, -13.3580, 16.6049], [9.5958, -14.1792, 15.1756], [9.1237, -12.4792, 15.6425], [9.1670, -14.9967, 18.6898], [7.7924, -15.9092, 17.8687], [9.4787, -15.8563, 17.0666], [7.1367, -13.4897, 15.1951], [7.3935, -15.2207, 15.3728], [6.2236, -14.4372, 16.4824], [-5.4022, -17.9491, 14.5226], [-4.6611, -17.0805, 14.8202], [-3.7192, -16.0766, 15.0939], [-2.6929, -15.7424, 14.1848], [-1.5457, -14.9901, 14.6381], [-1.4032, -14.6692, 15.9752], [-2.4815, -14.9246, 16.8448], [-3.5845, -15.6212, 16.3815], [-0.0397, -14.0936, 16.4339], [-0.0255, -13.0067, 17.2683], [-1.2043, -12.2149, 17.6198], [-0.7564, -11.2917, 18.5460], [0.6404, -11.4569, 18.7417], [1.1062, -12.4035, 17.8545], [1.1021, -14.8422, 16.1243], [1.2291, -16.0784, 15.4085], [2.4587, -16.6796, 15.7059], [3.0666, -15.7644, 16.5361], [2.3758, -14.6393, 16.7351], [-2.8448, -16.0680, 13.1549], [-0.7969, -14.7043, 13.8724], [-2.4715, -14.5079, 17.8499], [-4.3536, -15.9009, 17.0555], [-2.2118, -12.3491, 17.3282], [-1.3043, -10.5323, 19.0926], [1.2400, -10.9388, 19.4637], [0.4012, -16.6230, 14.8866], [2.8908, -17.5970, 15.3995], [4.0483, -15.8620, 16.9553], [7.6563, -20.3623, 16.5968], [6.8294, -19.2954, 17.7055], [5.6578, -18.4494, 17.1398], [4.7675, -19.1498, 16.6087], [5.9009, -17.2132, 17.2631], [7.6035, -18.6190, 18.1884], [6.4098, -19.9972, 18.4461]], "atomic_forces_ev_per_a": [[1.02, -1.22, -0.76], [0.24, -1.41, 0.52], [0.85, -0.76, -0.86], [-1.83, 0.35, 0.37], [-1.71, 1.09, 1.13], [1.16, 1.25, -0.31], [0.15, -1.24, 0.40], [1.00, -1.01, -0.20], [-0.48, -0.92, -1.26], [0.37, 1.19, -0.02], [0.57, -0.83, 0.64], [0.94, 0.90, 1.92], [0.42, 0.90, -1.97], [1.26, -0.24, 0.86], [0.76, -0.51, -0.38], [-0.72, 0.54, 1.53], [-2.09, -0.36, -0.24], [2.54, 1.39, -0.37], [0.40, -1.54, 0.27], [-1.60, 1.13, 3.33], [2.10, -0.21, -1.84], [1.28, 0.46, -1.36], [-0.55, 0.03, -0.51], [0.00, 0.47, -1.87], [-0.68, 0.80, -0.61], [0.98, -0.79, 0.91], [1.37, 0.00, 1.52], [0.58, -1.26, -0.27], [-0.65, -1.72, -0.67], [0.66, -0.04, -0.39], [1.01, -0.53, 0.00], [0.86, -0.54, -0.02], [-0.05, 0.04, -0.13], [-0.50, 0.80, 0.31], [-0.51, 0.34, -1.20], [-0.01, 0.15, 0.33], [-0.65, 0.68, 0.13], [-0.36, -0.24, 1.17], [0.12, 0.07, -0.78], [-1.60, -0.47, 0.06], [-0.22, 1.05, -0.24], [0.77, -0.60, 0.01], [-0.75, -0.52, -0.58], [0.28, -0.26, -0.99], [0.04, -0.41, -0.11], [0.46, 0.49, 1.10], [0.99, 0.43, -0.73], [-1.34, 0.07, -0.75], [-1.00, -0.92, 0.64], [-0.12, 0.07, 1.02], [-0.56, -0.09, 1.14], [-0.19, -0.28, 0.08], [-0.01, -0.11, 0.00], [0.17, -0.85, 0.69], [-0.50, -0.30, -1.07], [-0.97, 0.16, 0.52], [0.10, 0.82, -0.64], [0.04, -0.03, 0.28], [-0.10, 0.35, -0.57], [-0.13, 0.13, -0.05], [-0.14, 0.42, -0.03], [-0.34, 0.13, 0.29], [-0.32, 0.43, 0.14], [-0.27, 0.02, -0.39], [-0.05, 0.70, 0.87], [0.47, -0.35, -0.06], [-0.42, -0.36, -1.08], [0.86, 0.62, -0.20], [-1.45, 0.93, 1.11], [-0.60, 0.12, 0.09], [-0.15, 0.49, 0.56], [-0.11, 0.10, -0.26], [2.06, 2.51, 0.99], [-3.07, -3.02, -1.73], [2.48, 0.50, -0.53], [0.42, 0.82, 0.60], [-1.60, -1.22, -1.94], [1.09, 0.71, 0.26], [0.31, 0.41, -0.42], [0.26, 0.37, 1.06], [-0.21, -2.02, -0.98], [-1.06, 3.34, 0.92], [2.32, -0.42, 0.83], [0.48, 0.45, 0.71], [-1.08, -1.37, -2.50], [-2.61, 0.45, 1.80], [0.88, -0.29, -0.17], [-0.93, -2.16, -0.16], [-2.18, 1.07, -0.75], [1.11, 1.80, 0.47], [-0.53, -0.27, -0.05], [0.50, 0.21, 0.19], [-0.43, -0.28, 0.81], [0.15, -0.51, -0.09], [-0.58, -0.01, 0.75], [-0.61, -0.17, -0.41], [-0.24, -0.22, -0.19], [0.54, 0.12, -0.08], [0.93, 0.82, 0.44], [0.14, -0.72, -0.16], [0.52, -0.25, 0.17], [0.48, -0.46, -1.00], [0.34, 0.67, 2.24], [1.49, -0.54, -0.69], [-0.22, 1.44, 0.31], [-1.47, -0.50, -0.25], [-0.95, -0.92, -0.62], [0.17, 0.50, -0.01]], "spin_multiplicity": 6, "fmax_ev_per_a": 4.64, "e_lumo_ha": [0.0346, 0.0327], "charge": -1, "e_homo_ev": [-5.08, -5.08]}

---

# 2
{"formula": "C4H6ClNOS", "method": "ωB97M-V/def2-TZVPD", "symbols": ["C", "C", "C", "C", "H", "H", "H", "H", "H", "H", "N", "O", "S", "Cl"], "coordinates": [[-0.0793, -1.8232, -1.6641], [-0.0737, 0.1594, -0.1320], [0.4925, 1.5059, 0.0123], [0.8272, 1.8715, 1.2446], [0.0822, -1.8814, -2.8027], [-1.3132, -1.9083, -1.4022], [0.7463, -2.6000, -1.1539], [-2.3553, -0.8294, 2.3324], [0.9167, 1.1363, 1.9769], [1.3381, 2.8146, 1.6225], [-0.6275, -0.6051, 0.7232], [0.3383, -0.3114, -1.4617], [-1.1997, 0.1177, 2.2180], [0.9072, 2.3535, -1.5131]], "atomic_forces_ev_per_a": [[-0.09, 0.99, -0.60], [1.62, -1.47, -2.84], [0.38, 0.49, -0.33], [1.78, 2.73, -0.48], [-0.45, -0.13, 1.83], [3.96, -0.11, -0.46], [-2.71, 2.31, -0.91], [2.18, 1.67, -0.17], [-0.54, -1.21, 1.16], [-0.87, -1.01, -1.26], [-0.46, 1.20, -0.12], [-2.15, -2.94, 3.21], [-2.04, -2.42, -0.58], [-0.62, -0.10, 1.56]], "fmax_ev_per_a": 4.86, "e_above_lowest_kj_mol": 413.1, "e_lumo_ha": 0.0058, "smiles": "C=C(Cl)/C(=N\\S)OC", "e_homo_ev": -9.04}

---

# 3
{"formula": "C17H9F3N3O3S2", "method": "ωB97M-V/def2-TZVPD", "symbols": ["C", "C", "N", "C", "C", "C", "C", "C", "C", "C", "N", "H", "H", "H", "H", "H", "F", "C", "F", "F", "S", "N", "C", "O", "C", "C", "C", "C", "C", "C", "S", "O", "O", "H", "H", "H", "H"], "coordinates": [[0.4141, -1.3958, -1.2109], [-0.4237, -2.3011, -0.5359], [-1.0537, -3.0835, 0.0928], [1.6793, -1.2278, -0.4256], [2.8985, -0.7368, -0.9708], [4.0847, -0.7829, -0.2233], [4.1116, -1.3593, 1.0645], [2.9095, -1.8138, 1.6106], [1.7196, -1.7344, 0.8950], [0.5760, -1.3122, -2.6108], [0.9407, -1.2571, -3.7326], [2.9293, -0.3635, -1.9996], [5.0205, -0.4134, -0.6551], [5.0598, -1.4522, 1.6234], [2.9146, -2.2488, 2.6097], [0.8629, -2.2201, 1.3639], [-4.3527, -1.6832, -3.4519], [-3.9358, -0.7686, -2.5456], [-3.8976, 0.4558, -3.1505], [-4.8422, -0.7630, -1.5434], [-2.2230, -1.1878, -1.9925], [-2.0674, 0.0890, -0.7266], [-1.2510, 1.1612, -1.1037], [-1.1488, 1.6529, -2.2101], [-0.6401, 1.6515, 0.1634], [-1.5416, 1.5467, 1.2039], [-1.3081, 2.1083, 2.4535], [-0.0524, 2.6691, 2.7147], [0.9226, 2.6363, 1.6992], [0.6228, 2.2198, 0.3953], [-2.9686, 0.5509, 0.7778], [-4.1355, 1.3209, 0.3963], [-3.0887, -0.4857, 1.7388], [-2.1762, 2.1197, 3.1179], [0.1852, 3.1440, 3.6699], [1.9184, 2.9970, 1.9292], [1.3369, 2.2678, -0.4310]], "atomic_forces_ev_per_a": [[1.70, 0.11, 0.77], [-1.51, -2.61, 0.97], [1.55, 1.96, -1.36], [0.17, -0.18, 0.01], [-0.09, 0.00, 0.41], [-0.23, -0.38, 0.38], [0.14, 0.39, -0.34], [0.39, 0.32, -0.22], [0.53, -0.22, 0.29], [1.19, -0.51, -2.07], [-1.08, 0.12, 2.22], [-0.12, -0.13, 0.38], [-0.37, -0.12, 0.04], [-0.61, 0.12, -0.37], [-0.10, 0.02, -0.21], [0.04, 0.44, -0.35], [0.29, 0.48, 0.34], [0.79, 0.54, -0.19], [-0.87, -0.93, 0.53], [0.50, 0.29, -0.73], [-2.35, 1.79, 1.39], [-1.70, -1.27, -0.87], [0.38, 0.68, -0.90], [0.31, -0.84, 1.26], [0.50, 0.79, 0.24], [0.05, 0.24, 0.29], [-0.48, 0.04, -0.07], [-0.17, -0.28, -0.62], [-0.34, 0.17, -0.18], [-0.53, -0.37, 0.10], [0.74, 0.75, -1.82], [1.12, -0.60, 0.39], [-0.13, -0.53, -0.06], [0.66, 0.02, 0.31], [-0.17, -0.33, -0.28], [-0.05, 0.04, -0.10], [-0.16, 0.00, 0.42]], "fmax_ev_per_a": 3.26, "e_above_lowest_kj_mol": 179.1, "e_lumo_ha": 0.0910, "charge": -1, "e_homo_ev": -4.07}